Density functional theory data (ωB97M-V/def2-TZVPD) for C36H48AsBrClCsF5N3O5Si as an isolated structure in a non-equilibrium geometry.

The geometry in ORCA input format:
```
! wB97M-V def2-TZVPD RIJCOSX def2/J DEFGRID3
* xyz -2 1
Cs 1.31293 0.96569 -1.04197
O 6.48081 -3.42357 -0.97334
C 7.23164 -2.35859 -0.97653
O 8.44390 -2.42171 -0.94471
C 6.55143 -1.00761 -0.98417
C 7.22175 0.16199 -0.76231
Cl 8.85092 0.35723 -0.28675
N 6.34174 1.19294 -0.88546
N 5.11001 0.73778 -1.19126
C 5.20136 -0.57287 -1.23916
C 3.90848 -1.34010 -1.53346
O 3.92940 -2.58684 -1.33034
O 2.93949 -0.66362 -1.92056
C 6.48173 2.63582 -0.77262
C 7.70127 3.28950 -0.88134
C 7.75836 4.67807 -0.76555
C 6.61497 5.42351 -0.54792
C 5.39697 4.76615 -0.45037
C 5.32668 3.38607 -0.56224
H 5.45814 -3.19574 -1.03038
H 8.60600 2.74012 -1.06827
H 8.72164 5.17227 -0.85217
H 6.66858 6.50214 -0.45594
H 4.48506 5.32590 -0.27839
H 4.38109 2.87509 -0.48152
C 1.06553 5.85563 -0.74210
As -0.45061 4.57753 -0.95839
C -1.21001 5.55272 -2.45307
C -1.10187 4.85016 0.84290
O 0.37364 3.15686 -1.30231
H 0.68954 6.86464 -0.54364
H 1.65899 5.86794 -1.65821
H 1.70185 5.54247 0.08649
H -1.96025 6.25567 -2.08585
H -1.67772 4.84052 -3.12362
H -0.41003 6.09567 -2.95857
H -1.84581 5.65393 0.83435
H -0.25849 5.12882 1.47755
H -1.55849 3.93108 1.19951
C -2.89674 -2.85899 2.09073
C -2.62688 -3.62826 0.78379
C -1.13625 -4.03015 0.80029
C -3.49316 -4.90438 0.76655
Si -3.04049 -2.53925 -0.71190
Br -1.33601 -1.08072 -0.88341
C -3.03678 -3.49455 -2.35218
C -1.87687 -4.50647 -2.36982
C -2.83271 -2.55558 -3.55711
C -4.36873 -4.25007 -2.53001
C -4.58925 -1.47782 -0.46742
C -4.34743 -0.37539 0.58937
C -5.77439 -2.35560 -0.01686
C -4.95776 -0.76684 -1.78404
H -2.55166 -3.47510 2.93331
H -3.96146 -2.65212 2.24536
H -2.34573 -1.91071 2.13585
H -0.95731 -4.65425 1.68891
H -0.47784 -3.16122 0.87545
H -0.83175 -4.60690 -0.07802
H -3.28711 -5.48328 1.67945
H -3.26725 -5.55263 -0.08961
H -4.57066 -4.68530 0.74917
H -0.90506 -4.02180 -2.20840
H -1.84893 -4.98810 -3.35963
H -1.99381 -5.29831 -1.62226
H -1.87382 -2.03307 -3.50502
H -3.61854 -1.80207 -3.65741
H -2.83404 -3.16697 -4.47326
H -4.58997 -4.92462 -1.69085
H -4.31270 -4.86308 -3.44283
H -5.21931 -3.56594 -2.64514
H -4.20166 -0.77724 1.59613
H -5.23357 0.27767 0.61449
H -3.48812 0.26008 0.34562
H -5.59688 -2.82050 0.96163
H -6.01329 -3.15549 -0.73244
H -6.66731 -1.71863 0.08004
H -4.13041 -0.15196 -2.16739
H -5.80090 -0.08836 -1.58853
H -5.27076 -1.46788 -2.56731
F -2.39075 2.54621 -2.40089
C -2.43589 3.21209 -1.17035
F -2.35463 2.20041 -0.20559
C -3.88954 3.63627 -1.08285
F -4.14418 4.16623 0.13774
F -4.75271 2.60831 -1.26834
F -4.16620 4.56779 -2.03001
C 1.11363 1.25684 2.80873
C 1.24365 0.23777 3.72436
C 0.11021 -0.26453 4.49803
C 0.23703 -1.25461 5.43095
C 1.48398 -1.87455 5.71237
C 2.60270 -1.42721 4.95499
C 2.50240 -0.44012 4.01620
C 1.59918 -2.90267 6.70471
N 1.69235 -3.73615 7.50913
H 1.97548 1.65957 2.27959
H 0.14757 1.73624 2.64383
H -0.86468 0.18647 4.32118
H -0.63561 -1.58129 5.98747
H 3.56402 -1.89573 5.13571
H 3.38466 -0.13876 3.45944
*
```

Frontier orbital gap   4.34 eV
E_tot   -8020.12050 a.u.
Energy above the lowest of the compared OMol25 structures with the same formula, charge and spin   21.4 kcal per mole
M   1049.06 g/mol